{
  "formula": "C17H37N2O2PdS2Si2Te",
  "method": "wB97M-V/def2-TZVPD",
  "energy_ha": -2701.2351,
  "total_charge": -1,
  "homo_lumo_gap_ev": 6.102,
  "homo_energy_ev": -3.4,
  "symbols": ["Pd", "O", "S", "N", "S", "C", "N", "C", "C", "C", "C", "H", "H", "H", "H", "H", "C", "Si", "C", "C", "C", "Te", "C", "Si", "C", "C", "C", "H", "H", "H", "H", "H", "H", "H", "H", "H", "H", "H", "H", "H", "H", "H", "H", "H", "H", "H", "H", "H", "H", "C", "C", "O", "C", "C", "H", "H", "H", "H", "H", "H", "H", "H", "H", "H"],
  "positions_angstrom": [[-0.1894, 0.3278, -1.1246], [3.1523, 0.5292, -1.3099], [2.3029, -0.2673, -2.2576], [1.4173, -1.2586, -1.5589], [-2.0245, -0.9838, -2.9877], [-2.0324, 0.4364, -2.0671], [-2.0512, 1.6417, -2.7314], [-2.3603, 2.8272, -2.1345], [-2.6871, 2.8638, -0.8088], [-2.6798, 1.6762, -0.0590], [-2.2983, 0.4741, -0.6512], [-1.8781, 1.5961, -3.7279], [-2.3211, 3.7033, -2.7643], [-2.9415, 3.8037, -0.3442], [-2.9752, 1.6963, 0.9795], [-2.5291, -0.4770, -0.1699], [2.3563, -3.8971, 1.9931], [0.8040, -3.9276, 0.8672], [-0.4476, -5.1715, 1.6247], [1.3132, -4.5262, -0.8728], [-0.0577, -2.2530, 0.7582], [1.4256, -0.6622, 0.6942], [1.0815, -0.4250, 2.9581], [-0.3100, 0.7340, 3.4380], [-0.1696, 1.4763, 5.2037], [-2.0052, -0.1482, 3.3175], [-0.3128, 2.2280, 2.2516], [2.9045, -4.8334, 1.9462], [2.1029, -3.7152, 3.0334], [3.0185, -3.0951, 1.6731], [-0.0473, -6.1791, 1.6618], [-1.3579, -5.2022, 1.0319], [-0.7281, -4.8882, 2.6339], [2.1792, -5.1811, -0.8599], [1.5531, -3.6580, -1.4825], [0.4979, -5.0524, -1.3598], [-0.7154, -2.0473, 1.5976], [-0.6203, -2.1785, -0.1776], [2.0406, -0.0514, 3.3171], [0.9538, -1.4190, 3.3761], [-0.1144, 0.7053, 5.9651], [-1.0269, 2.1043, 5.4269], [0.7202, 2.0922, 5.2940], [-2.0187, -1.0595, 3.9104], [-2.2075, -0.4225, 2.2872], [-2.8228, 0.4778, 3.6638], [0.6246, 2.7735, 2.3085], [-1.1220, 2.9303, 2.4314], [-0.4168, 1.8448, 1.2355], [1.3005, 3.0885, -0.9224], [1.3015, 3.2844, -2.4270], [0.8750, 2.0698, -2.9984], [0.8384, 2.0807, -4.4038], [0.5732, 0.6645, -4.8963], [1.3737, 4.0346, -0.3933], [2.1295, 2.4414, -0.6348], [0.3514, 2.5835, -0.6610], [2.3038, 3.5364, -2.8081], [0.6114, 4.0990, -2.7184], [1.7924, 2.4589, -4.8114], [0.0462, 2.7788, -4.7392], [1.5009, 0.1054, -4.9727], [0.0860, 0.6683, -5.8687], [-0.0606, 0.1412, -4.1748]],
  "atomic_forces_ev_per_a": [[-0.502, 0.224, 0.157], [0.118, 0.081, -1.119], [0.863, -0.352, 1.034], [0.272, -0.219, -1.382], [-0.311, -0.630, -0.257], [-0.071, -0.498, -0.637], [-0.370, 1.124, 0.370], [0.068, -0.407, -0.231], [0.000, 0.203, -0.039], [0.294, -0.412, -0.340], [-0.750, 0.348, 0.663], [0.002, -0.039, 0.180], [-0.016, 0.014, -0.024], [0.001, 0.078, -0.028], [-0.012, -0.033, 0.090], [0.165, 0.249, -0.060], [-0.584, 0.149, -0.419], [-0.021, -0.463, 0.114], [0.441, 0.373, -0.337], [-0.148, 0.373, 0.574], [0.642, -0.356, -0.180], [-0.137, -0.450, 1.940], [-0.517, 0.555, -0.080], [-0.033, 0.294, -0.101], [-0.026, -0.373, -0.547], [0.603, 0.259, 0.050], [-0.099, -0.627, 0.267], [0.035, -0.238, -0.090], [-0.121, 0.064, 0.201], [0.101, 0.044, -0.037], [0.144, -0.260, 0.005], [-0.154, 0.032, -0.160], [-0.012, 0.128, 0.249], [0.151, -0.165, 0.124], [0.018, 0.113, -0.066], [-0.214, -0.087, -0.063], [-0.022, 0.011, 0.101], [0.058, -0.066, 0.119], [0.134, 0.116, 0.045], [-0.060, -0.276, 0.077], [0.008, -0.210, 0.175], [-0.227, 0.143, 0.010], [0.215, 0.105, -0.036], [0.043, -0.168, 0.103], [-0.038, -0.075, -0.251], [-0.114, 0.207, 0.071], [0.243, 0.084, 0.028], [-0.195, 0.127, 0.152], [0.064, 0.081, 0.044], [-0.142, -0.125, -0.283], [0.023, 0.261, 0.205], [0.142, 0.206, -0.211], [-0.016, -0.003, -0.342], [0.066, 0.205, 0.166], [-0.060, 0.168, 0.062], [-0.136, -0.007, 0.032], [0.308, 0.304, 0.107], [-0.095, 0.014, 0.056], [0.086, -0.117, -0.023], [-0.159, 0.037, 0.119], [0.100, -0.062, 0.016], [0.055, -0.056, -0.036], [-0.075, 0.013, -0.100], [-0.024, -0.014, -0.230]],
  "mulliken_charge": [0.297, -0.594, 0.243, -0.445, -0.328, -0.327, 0.216, -0.358, -0.796, -0.449, -0.807, 0.338, 0.416, 0.400, 0.470, 0.730, -1.111, 0.338, -1.197, -1.024, -0.425, 0.087, -0.986, 0.198, -1.090, -0.911, -0.172, 0.413, 0.308, 0.317, 0.326, 0.340, 0.322, 0.361, 0.180, 0.309, 0.494, 0.190, 0.503, 0.254, 0.297, 0.278, 0.305, 0.380, 0.089, 0.351, 0.449, 0.406, -0.580, -0.564, -0.718, 0.341, -0.577, -1.016, 0.477, 0.196, -0.225, 0.366, 0.315, 0.408, 0.310, 0.331, 0.301, 0.050]
}